Record 1
DFT (wB97M-V/def2-TZVPD) results for C18H16FNO4 in the gas phase.

Values from the calculation:
SMILES string = O=C(Cc1ccccc1)NCC(=O)OCC(=O)c1ccc(F)cc1
HOMO level = -9.1 eV
molecular weight = 329.33 g/mol
multiplicity = 1
Kohn-Sham gap = 9.5 eV

The geometry in XYZ format:
```
40
Properties=species:S:1:pos:R:3:forces:R:3
O -0.650430 1.824282 -1.186697 0.20 0.12 0.02
C -1.688635 1.231421 -0.999090 -0.49 0.24 0.04
N -2.180166 0.317467 -1.880306 -0.26 -0.23 -0.42
H -2.945316 -0.268118 -1.585244 0.05 0.16 0.03
C -1.357517 -0.178121 -2.950979 0.15 0.09 0.11
C -0.443106 -1.321369 -2.530139 -0.07 0.08 -0.36
O 0.269777 -1.929629 -3.282318 -0.01 0.07 -0.06
O -0.523124 -1.534051 -1.216455 -0.10 0.05 0.28
C 0.372675 -2.465716 -0.626228 0.29 -0.58 0.07
H -0.210449 -3.288697 -0.202882 0.13 0.16 -0.03
C 1.179261 -1.810863 0.497296 -0.29 -0.13 -0.30
O 1.361170 -2.403171 1.534478 0.00 -0.07 -0.02
C 1.672682 -0.443862 0.248224 0.27 0.44 0.22
C 1.826135 0.394115 1.354433 0.00 -0.19 -0.23
C 2.223425 1.704579 1.196382 0.07 0.19 -0.13
C 2.490926 2.165521 -0.081673 0.00 -0.32 0.02
C 2.396881 1.344045 -1.191464 0.13 0.20 0.08
C 1.983097 0.038112 -1.023640 0.00 -0.03 0.29
H 1.939953 -0.608107 -1.886229 -0.07 -0.08 -0.12
H 2.636459 1.734655 -2.167190 0.03 0.06 -0.09
F 2.883988 3.439513 -0.243917 -0.05 -0.02 -0.01
H 2.327002 2.368760 2.039826 0.03 0.09 0.07
H 1.610187 -0.005253 2.332711 0.02 -0.01 0.05
H 1.050115 -2.862061 -1.394310 -0.11 0.04 0.16
H -0.705854 0.642599 -3.272198 -0.09 -0.20 -0.04
H -1.968182 -0.493964 -3.799820 0.13 -0.01 0.08
C -2.571460 1.442629 0.220664 0.28 -0.03 0.00
C -2.105208 0.494548 1.295757 -0.09 0.06 0.17
C -1.295072 0.948397 2.327135 -0.11 0.01 -0.03
C -0.850954 0.078732 3.308153 -0.03 -0.03 0.10
C -1.192961 -1.261122 3.259164 0.04 0.02 0.08
C -1.995334 -1.722998 2.230431 -0.06 -0.10 -0.04
C -2.452314 -0.850655 1.259483 -0.01 0.01 0.07
H -3.095514 -1.223357 0.474040 -0.06 -0.04 -0.07
H -2.269886 -2.766693 2.187790 -0.02 -0.09 0.00
H -0.835677 -1.942862 4.015226 0.04 -0.06 0.06
H -0.236525 0.450487 4.115325 0.07 0.03 0.06
H -1.013567 1.990513 2.362060 0.03 0.12 -0.01
H -2.451468 2.472563 0.555737 -0.04 -0.04 -0.10
H -3.616604 1.260012 -0.032732 -0.02 0.04 0.02
```
Forces are in eV/Å.

---

Record 2
DFT (wB97M-V/def2-TZVPD) results for a molecular structure, C8H10O6PPr at a distorted geometry.

Values from the calculation:
charge = +2
HOMO level (spin up / spin down) = -14.9 / -15.0 eV
molecular weight = 374.04 g/mol
multiplicity = 3
Kohn-Sham gap (spin up / spin down) = 6.0 / 6.2 eV

The geometry in XYZ format:
```
26
Properties=species:S:1:pos:R:3:forces:R:3
O -0.094813 4.228308 -2.293598 0.21 -3.54 0.04
C -0.028036 3.087995 -2.218780 -0.23 3.52 0.25
Pr 0.262107 0.124874 -1.495767 -0.43 1.28 -1.19
C 0.032085 -2.341906 -2.108424 -0.26 -4.61 -0.39
O -0.044524 -3.465202 -2.364120 0.23 4.06 0.56
C -0.031708 -0.394913 -4.021214 0.09 -1.80 0.58
O -0.140890 -1.054640 -4.989958 0.19 1.85 0.88
C 2.641023 0.023235 -2.523965 5.18 -0.63 -1.31
O 3.756426 -0.101327 -2.772561 -4.25 0.52 0.82
C -2.267220 -0.013225 -2.389828 -5.84 -0.74 -1.12
O -3.395206 -0.164641 -2.627455 5.33 0.70 0.97
H 0.124864 0.837419 -3.885761 0.02 -0.28 -0.52
C 1.023499 0.818675 3.339988 0.36 0.11 0.37
P 0.126568 0.068020 1.997461 -0.06 0.98 0.73
C 0.251020 -1.704637 2.091078 0.00 -0.04 -0.16
C -1.604029 0.599050 2.090440 -0.12 -0.25 -0.14
O 0.729975 0.566754 0.656788 -0.37 -0.59 -0.41
H 2.057842 0.456071 3.354282 -0.15 0.02 -0.11
H 0.586849 0.585724 4.315882 -0.10 -0.10 -0.17
H 1.052794 1.911724 3.247594 -0.12 -0.23 -0.17
H -0.061105 -2.057814 3.081353 0.08 -0.06 -0.25
H -0.380381 -2.149976 1.313062 -0.03 -0.07 0.23
H 1.290915 -1.978461 1.883917 -0.10 -0.05 0.25
H -1.764592 1.489349 1.453540 0.19 -0.26 0.51
H -2.274110 -0.199981 1.723287 0.23 0.28 0.28
H -1.849354 0.829521 3.142762 -0.06 -0.07 -0.53
```
Forces are in eV/Å.

---

Record 3
DFT (wB97M-V/def2-TZVPD) results for a molecular structure, C10H30Fe2NO13 at a distorted geometry.

Values from the calculation:
charge = +3
HOMO level (spin up / spin down) = -15.5 / -15.5 eV
molecular weight = 484.03 g/mol
multiplicity = 9
Kohn-Sham gap (spin up / spin down) = 4.2 / 3.6 eV

The geometry in XYZ format:
```
56
Properties=species:S:1:pos:R:3:forces:R:3
Fe 14.997360 12.142960 -12.974480 0.55 -1.12 -1.38
Fe 18.019770 12.015710 -18.160180 -1.81 1.86 0.01
N 15.458670 11.489640 -16.264300 -1.99 -1.67 2.51
O 16.190210 12.261120 -16.866750 3.67 1.93 -2.32
O 14.922460 10.563750 -16.780940 -0.20 -0.96 -1.06
O 15.235490 11.713540 -15.045100 0.45 0.62 0.42
C 14.337670 7.379570 -14.858020 0.22 0.63 -0.25
C 15.811080 7.256020 -14.402850 -1.93 -2.41 -0.20
O 16.260470 8.487420 -13.991150 1.28 2.26 -0.03
O 14.168990 7.798930 -16.215090 0.48 -0.58 0.16
H 13.949150 8.243150 -14.318220 -0.18 -0.13 0.92
H 13.709260 6.517270 -14.635250 0.27 -0.10 -0.36
H 16.477280 6.848420 -15.163200 -0.31 -0.23 -0.21
H 15.831940 6.573560 -13.553200 0.06 -0.16 0.07
H 17.003900 8.655370 -14.574850 0.18 0.44 0.42
H 14.743230 8.567090 -16.257440 -0.16 0.18 -0.41
C 18.289270 11.649110 -13.583800 1.44 -0.84 -0.20
C 19.226060 12.831370 -13.655860 -0.34 -1.24 1.30
O 18.496520 13.820320 -14.258680 -1.15 1.97 -0.50
O 17.194260 11.836530 -12.577600 0.00 0.21 -2.13
H 18.883390 10.785030 -13.286310 -0.27 -0.16 0.37
H 18.089020 11.464220 -14.639170 -1.86 -0.15 0.34
H 20.106330 12.662240 -14.276030 0.32 -0.74 0.47
H 19.466730 12.919580 -12.596420 0.69 1.22 -0.03
H 18.704440 14.698330 -13.930840 0.15 0.13 0.22
H 17.633000 11.715120 -11.732400 -0.12 -0.08 0.47
C 12.598940 10.041050 -20.065040 1.52 1.97 0.05
C 12.462010 11.593940 -19.836430 0.00 -2.01 0.08
O 11.180620 11.856720 -19.416080 -1.42 1.11 0.30
O 14.016960 9.820800 -19.953780 0.38 -0.60 -0.41
H 12.261850 9.816570 -21.077000 0.05 -0.44 0.25
H 12.107950 9.455160 -19.288010 -0.46 0.14 -0.22
H 12.676900 12.166590 -20.738650 -0.09 -0.13 -0.01
H 13.189630 11.853700 -19.067540 0.39 0.19 0.16
H 11.030310 11.411970 -18.578700 -0.17 -0.08 -0.07
H 14.205810 9.571970 -19.046020 -0.13 -0.14 -0.06
C 12.280380 11.138500 -13.468070 -0.25 0.68 -0.19
C 12.879220 10.552770 -12.173330 -1.01 -0.77 -1.98
O 14.298810 10.248820 -12.374040 -1.05 1.38 0.18
O 13.001280 12.373700 -13.774610 0.94 -0.01 1.53
H 11.213730 11.339670 -13.368680 0.02 0.36 0.71
H 12.273220 10.550190 -14.385650 0.81 -0.71 0.35
H 12.321530 9.617040 -12.134690 0.13 -0.13 0.74
H 12.711480 11.169550 -11.290410 0.06 0.00 -0.07
H 14.458560 9.382030 -11.993570 0.73 -0.21 -0.05
H 12.677390 12.858710 -14.537150 -0.17 0.03 -0.20
C 18.267590 14.987780 -18.831970 -2.42 -0.21 0.02
C 18.162510 14.688630 -17.329270 -0.67 2.76 -0.79
O 18.922500 13.549710 -17.102760 0.39 -2.89 -0.17
O 17.649660 13.841330 -19.581640 1.98 -1.23 1.82
H 19.304730 15.204430 -19.087900 -0.21 -0.27 -0.54
H 17.535760 15.722770 -19.167090 0.88 1.04 0.67
H 17.161060 14.578760 -16.913180 -0.11 -0.53 -0.47
H 18.527880 15.550960 -16.771610 0.49 -0.05 -0.08
H 19.788860 13.671000 -16.707400 0.19 0.23 0.15
H 16.967110 14.196450 -20.155760 -0.26 -0.33 -0.30
```
Forces are in eV/Å.

---

Record 4
DFT (wB97M-V/def2-TZVPD) results for C5H8N2 in the gas phase at a distorted geometry.

Values from the calculation:
SMILES string = C[C@H]1CN2CC2=N1
HOMO level = -9.4 eV
molecular weight = 96.13 g/mol
multiplicity = 1
Kohn-Sham gap = 10.4 eV

The geometry in XYZ format:
```
15
Properties=species:S:1:pos:R:3:forces:R:3
C 0.101459 1.984544 -0.539236 -0.34 -0.22 -0.01
C 0.109596 0.479534 -1.004192 -0.09 -0.22 0.07
C 0.877468 -0.354142 0.032541 0.49 -0.01 0.01
N -0.200873 -0.573178 0.997276 0.42 0.16 0.36
C -0.812938 -1.871849 1.270976 -0.11 -0.15 -0.05
C -1.173384 -0.984973 0.113303 0.27 0.68 0.11
N -1.179369 -0.517168 -1.080219 0.47 0.84 0.53
H 0.177741 2.086926 0.552786 -0.32 -0.23 -0.27
H -0.759323 2.563417 -0.880762 -0.06 -0.24 0.00
H 0.989383 2.524332 -0.926446 -0.33 -0.62 -0.07
H 0.559534 0.462774 -2.006059 -0.25 -0.29 0.31
H 1.174052 -1.296396 -0.450872 0.16 0.01 0.27
H 1.707815 0.124782 0.539774 0.27 0.17 -0.26
H -0.219850 -2.788559 1.160257 -0.35 0.21 -0.49
H -1.351311 -1.840045 2.220874 -0.22 -0.10 -0.50
```
Forces are in eV/Å.

---

These records have energy above the lowest of the compared OMol25 structures with the same formula, charge and spin values of 7.8, 0.0, 7.0, 86.8 kcal/mol, in the order they appear.